# 1
DFT (the ωB97M-V functional and the def2-TZVPD basis) results for C19H27BNO2PTi as an isolated structure.

Properties
- Spin multiplicity: 3
- Electronic energy: -2160.98417 Ha
- Kohn-Sham gap (alpha / beta): 4.3 / 5.5 eV
- Molar mass: 391.1 g mol⁻¹
- Energy above the lowest of the compared OMol25 structures with the same formula, charge and spin: 0.0 kcal per mole

Last column: Löwdin spin population.
Positions of all 52 atoms, in Å:
C: -3.4800 -1.4012 -1.2518  0.200
C: -2.3608 -2.2169 -1.3733  0.011
C: -1.1045 -1.8048 -0.9463  0.142
C: -0.9835 -0.5859 -0.1806  0.159
C: -2.1248 0.3180 -0.2386  0.138
C: -3.3438 -0.1267 -0.7059  0.011
C: 0.0092 -2.7321 -1.2949  0.024
C: 1.3646 -2.1387 -1.6933  0.003
N: 1.2752 -0.7895 -2.3003  0.001
Ti: 0.7305 0.5822 -0.8668  0.937
C: -2.0176 1.7377 0.2087  0.051
P: -0.4705 2.5641 -0.3845  -0.005
H: -2.4671 -3.1960 -1.8531  -0.004
H: -4.1929 0.5579 -0.6635  -0.003
H: -4.4534 -1.7433 -1.5968  0.015
H: -2.0529 1.8338 1.3068  0.010
H: -2.8364 2.3426 -0.2078  0.004
H: 0.1965 -3.4654 -0.4902  0.009
H: -0.3138 -3.3441 -2.1550  0.002
H: 2.0357 -2.0758 -0.8262  -0.001
C: -0.2814 3.8441 0.8864  -0.007
C: -1.0046 3.4393 -1.8827  -0.016
H: 1.8531 -2.7797 -2.4464  -0.001
C: 0.4011 -0.6871 -3.4989  0.005
C: 2.6363 -0.2478 -2.5631  0.005
H: 1.6382 1.7946 0.0918  0.007
H: 1.0237 -0.4775 -4.3866  0.000
H: -0.1568 -1.6177 -3.6647  0.001
H: -0.3093 0.1470 -3.3781  0.001
H: 2.8395 -0.2619 -3.6421  0.001
H: 2.6843 0.7934 -2.1904  0.001
H: 3.3933 -0.8449 -2.0434  0.000
H: -1.7919 4.1720 -1.6555  -0.003
H: -0.1319 3.9589 -2.3024  0.000
H: -1.3700 2.7172 -2.6256  0.001
H: -0.9971 4.6666 0.7384  -0.002
H: -0.4372 3.4072 1.8828  0.001
H: 0.7372 4.2502 0.8419  0.000
H: 2.2352 1.1582 -0.0853  0.006
O: 1.2611 -1.1181 1.3625  0.067
B: 0.0274 -0.3985 1.0284  0.161
O: -0.6519 -0.0880 2.2556  0.048
C: 0.1723 -0.4954 3.2571  0.000
C: -0.0587 -0.4198 4.6166  0.005
C: 0.9566 -0.8908 5.4568  0.005
C: 2.1580 -1.3769 4.9364  0.005
C: 2.3722 -1.4770 3.5560  0.005
C: 1.3401 -1.0662 2.7326  -0.001
H: -0.9955 -0.0053 4.9823  0.000
H: 0.7980 -0.8775 6.5346  0.000
H: 2.9509 -1.6987 5.6089  0.000
H: 3.2978 -1.8358 3.1091  0.000

***

# 2
DFT (the ωB97M-V functional and the def2-TZVPD basis) results for a 9-piece molecular cluster, C27H81O36P9 overall.

Properties
- Electronic energy: -6858.94726 Ha
- Kohn-Sham gap: 10.6 eV
- Molar mass: 1260.7 g mol⁻¹
- SMILES string: COP(=O)(OC)OC.COP(=O)(OC)OC.COP(=O)(OC)OC.COP(=O)(OC)OC.COP(=O)(OC)OC.COP(=O)(OC)OC.COP(=O)(OC)OC.COP(=O)(OC)OC.COP(=O)(OC)OC
- Energy above the lowest of the compared OMol25 structures with the same formula, charge and spin: 57.4 kcal per mole

Last column: Mulliken charge in e.
Positions of all 153 atoms, in Å:
C: 15.3467 10.5969 10.3496  -0.654
O: 14.6294 9.5323 11.0474  -0.366
P: 13.9314 9.8915 12.4337  -0.360
O: 13.5548 11.2284 12.6791  0.378
O: 12.6027 9.0478 12.4289  -0.280
C: 12.5821 7.6523 12.5016  -0.780
O: 14.9063 9.2591 13.4838  0.613
C: 14.5227 9.4897 14.8786  -0.999
H: 16.4262 10.4873 10.3667  0.274
H: 14.9583 11.5324 10.6153  0.191
H: 15.0271 10.3393 9.3266  0.288
H: 11.5992 7.3218 12.9799  0.278
H: 13.3773 7.1986 13.1606  0.246
H: 12.6278 6.9857 11.5990  0.300
H: 14.7218 10.5127 15.1490  0.276
H: 15.1588 8.7820 15.4972  0.347
H: 13.4644 9.2896 15.1111  0.299
C: 14.6982 15.3999 11.3646  -0.726
O: 13.7182 15.4624 12.4210  -0.100
P: 12.1390 15.4412 12.0832  0.327
O: 11.7621 15.8988 10.7820  -0.833
O: 11.5433 16.2043 13.3018  -0.018
C: 10.1233 16.6287 13.1639  -0.692
O: 11.7626 13.9553 12.3609  0.621
C: 10.7499 13.2619 11.6022  -0.717
H: 14.2484 15.7493 10.4234  0.370
H: 15.0116 14.3963 11.1978  0.122
H: 15.5811 16.0281 11.5673  0.239
H: 9.9929 17.2072 14.0567  0.215
H: 9.5214 15.7290 13.1181  0.234
H: 9.9694 17.2396 12.3185  0.320
H: 9.7927 13.8147 11.5605  0.263
H: 10.5127 12.3715 12.1470  0.165
H: 11.1540 13.0021 10.5678  0.203
C: 7.2480 12.0007 17.0336  -0.743
O: 8.0370 12.8564 16.1476  -0.457
P: 9.6382 12.8226 16.2100  0.410
O: 10.2720 13.6872 15.1911  0.049
O: 9.9262 11.2531 16.1011  -0.485
C: 11.0562 10.9543 15.2282  0.245
O: 10.1084 13.0881 17.6641  -0.257
C: 10.3829 14.4256 18.2182  -0.474
H: 6.3393 11.7783 16.4145  0.232
H: 6.8773 12.5863 17.8561  0.272
H: 7.7833 11.0566 17.2855  0.303
H: 10.8025 11.3531 14.2786  -0.038
H: 11.1062 9.8518 15.1225  0.277
H: 11.9268 11.4535 15.5852  -0.207
H: 11.2614 14.3499 18.8629  0.095
H: 9.4785 14.8278 18.7594  0.353
H: 10.6582 15.1501 17.3907  0.172
C: 12.4842 18.7963 21.3747  -0.785
O: 13.4819 18.6835 20.3365  -0.200
P: 13.8039 17.1978 19.8206  -0.103
O: 12.6552 16.2930 19.5837  -0.466
O: 14.6227 17.4032 18.4778  1.641
C: 13.7560 17.8525 17.4087  -1.219
O: 14.9478 16.6649 20.8622  -0.441
C: 15.5309 15.3569 20.6609  -0.437
H: 12.9337 19.0495 22.3726  0.219
H: 12.0068 17.8112 21.4280  0.324
H: 11.7936 19.5791 21.0942  0.252
H: 13.5001 16.9016 16.9054  0.007
H: 14.3155 18.5739 16.8358  0.424
H: 12.9046 18.3522 17.9546  0.382
H: 15.7890 14.8479 21.5971  0.279
H: 16.4056 15.4416 20.0318  0.344
H: 14.7825 14.8117 20.1850  -0.077
C: 15.1832 7.8637 21.0640  -0.639
O: 16.2471 8.8219 21.3316  -0.329
P: 16.5054 10.0782 20.3938  0.493
O: 16.5333 9.7741 18.9944  -0.338
O: 17.7693 10.7679 21.1672  -0.416
C: 19.1032 10.3160 20.7808  -0.505
O: 15.4529 11.1271 20.7987  0.468
C: 15.0277 11.4344 22.1211  -0.868
H: 15.0980 7.2941 21.9653  0.283
H: 15.4516 7.2369 20.1498  0.235
H: 14.2416 8.3660 20.7843  0.247
H: 19.8203 10.9543 21.2528  0.255
H: 19.2074 10.4100 19.6976  0.052
H: 19.2843 9.2684 21.0013  0.334
H: 15.2284 10.7060 22.9019  0.356
H: 13.9457 11.5697 22.0279  0.283
H: 15.4407 12.3743 22.3192  0.194
C: 19.5437 9.4062 16.0278  0.054
O: 19.9061 9.7496 14.6677  -0.365
P: 18.8291 9.4443 13.5636  0.400
O: 19.3314 9.5419 12.2038  -0.791
O: 18.2098 8.1064 14.0981  -0.299
C: 17.6459 7.3116 13.0051  -0.412
O: 17.6290 10.4411 13.9299  0.935
C: 17.4145 11.6700 13.2660  -0.790
H: 18.4630 9.2598 16.0330  0.143
H: 19.8743 10.2242 16.6605  -0.206
H: 19.9714 8.4888 16.2635  0.373
H: 18.2743 7.3540 12.0795  0.339
H: 16.6456 7.7016 12.7810  -0.046
H: 17.5270 6.2786 13.4274  0.237
H: 16.7042 12.1555 13.9698  0.091
H: 16.8786 11.6508 12.3409  -0.012
H: 18.2778 12.3191 13.2098  0.439
C: 16.8104 17.1641 16.5562  -0.808
O: 17.7136 17.7264 17.5320  0.174
P: 17.6520 19.3925 17.6737  0.502
O: 16.3284 20.0290 17.4444  -0.634
O: 18.2480 19.5174 19.1178  -0.314
C: 17.2290 19.1669 20.1068  -0.484
O: 18.9245 19.8139 16.7826  -0.316
C: 18.9485 21.1789 16.2469  -0.763
H: 17.3622 16.7255 15.7164  0.420
H: 16.0441 17.8248 16.2115  0.592
H: 16.2832 16.3168 17.0532  -0.102
H: 16.6892 18.2348 19.8711  -0.041
H: 16.4111 19.8342 20.0292  0.380
H: 17.7292 19.1771 21.0679  0.348
H: 19.9719 21.3005 16.0485  0.266
H: 18.5997 21.8802 16.9984  0.349
H: 18.4230 21.3417 15.3468  0.286
C: 22.5401 13.4869 18.6903  -0.666
O: 21.5496 14.0895 17.7756  -0.332
P: 20.1612 13.3129 17.6642  0.755
O: 20.3126 11.8734 18.0007  -0.780
O: 19.1377 14.0074 18.6043  -0.113
C: 18.9458 15.4423 18.5312  -0.897
O: 19.6593 13.6366 16.2226  -0.154
C: 20.4376 13.1822 15.0625  -0.138
H: 23.3457 14.1907 18.7419  0.284
H: 22.9880 12.5305 18.3194  0.246
H: 22.0764 13.2913 19.6943  0.281
H: 18.4925 15.6947 17.5695  0.475
H: 19.8632 15.9557 18.6088  0.666
H: 18.3055 15.7286 19.4213  0.111
H: 21.2683 12.5533 15.3344  0.356
H: 20.7513 14.0669 14.4428  0.242
H: 19.7309 12.6791 14.4305  -0.358
C: 13.1454 14.0885 15.0977  -1.057
O: 12.9612 13.2295 16.2908  0.755
P: 14.1499 13.4105 17.3281  -0.470
O: 14.5377 14.7614 17.7010  -0.188
O: 13.6866 12.5967 18.5947  -0.442
C: 13.1046 11.2951 18.2865  -0.365
O: 15.3491 12.6019 16.5811  0.609
C: 16.6104 12.5905 17.3425  -0.117
H: 14.1312 14.0394 14.7124  0.845
H: 12.8621 15.1256 15.4032  -0.143
H: 12.4866 13.7142 14.3657  0.059
H: 13.6082 10.8957 17.4210  0.213
H: 12.0013 11.3585 18.1319  -0.019
H: 13.2584 10.6752 19.1840  0.088
H: 17.1101 13.5234 17.2103  0.313
H: 17.2853 11.7782 17.0270  0.082
H: 16.4070 12.4468 18.4194  -0.129